ORCA calculation (wB97M-V/def2-TZVPD) on a single C2H4FNO molecule.

Geometry (Å):
C -0.139 0.479 -1.103
N 0.540 -0.320 -0.156
F 1.640 0.502 0.352
C -0.188 -0.702 1.345
O -1.379 -0.802 1.410
H 0.628 0.930 -1.647
H -0.803 -0.228 -1.475
H -0.841 1.127 -0.722
H 0.542 -0.985 1.996

electronic energy = -8390.166 eV
HOMO = -9.7 eV
multiplicity = 1
energy relative to the best compared isomer or geometry (same formula, charge and spin) = 4.081 eV
structure (SMILES) = CN(F)C=O

ORCA calculation (wB97M-V/def2-TZVPD) on a gas-phase ion, C2H4FO3S (charge -1).

Geometry (Å):
O 1.364 0.552 1.706
S 1.424 0.123 0.315
O 2.337 -0.988 0.050
O 1.570 1.165 -0.706
C -0.215 -0.707 0.043
C -1.260 0.394 -0.401
F -2.288 0.432 0.523
H -0.594 -0.984 0.930
H 0.145 -1.483 -0.645
H -0.697 1.371 -0.408
H -1.786 0.126 -1.407

electronic energy = -21835.337 eV
HOMO = -5.0 eV
multiplicity = 1
energy relative to the best compared isomer or geometry (same formula, charge and spin) = 0.706 eV
structure (SMILES) = O=S(=O)([O-])CCF
charge = -1

ORCA calculation (wB97M-V/def2-TZVPD) on 2 unconnected molecules or ions with the total composition C2H4FP.

Geometry (Å):
C 0.358 0.009 0.531
C -0.181 -0.482 1.621
F 0.531 -0.785 2.730
P 0.182 0.373 -2.685
H 1.358 0.423 0.390
H -0.373 -0.061 -1.459
H -1.305 -0.908 1.654
H -0.570 1.430 -2.781

electronic energy = -14139.279 eV
HOMO (spin up / spin down) = -9.8 / -9.1 eV
multiplicity = 1
energy relative to the best compared isomer or geometry (same formula, charge and spin) = 5.088 eV

ORCA calculation (wB97M-V/def2-TZVPD) on a single C2H4FP molecule.

Geometry (Å):
F -1.747 -0.758 -0.201
C -0.579 -0.319 0.459
C 0.361 0.767 -0.056
P 1.274 -0.835 0.033
H -0.870 -0.378 1.550
H 0.164 1.221 -1.090
H 0.580 1.561 0.544
H 0.817 -1.260 -1.240

electronic energy = -14143.147 eV
HOMO = -9.7 eV
multiplicity = 1
energy relative to the best compared isomer or geometry (same formula, charge and spin) = 1.221 eV
structure (SMILES) = F[C@@H]1CP1

ORCA calculation (wB97M-V/def2-TZVPD) on a single C2H4FPS molecule.

Geometry (Å):
C -0.260 -0.451 -1.364
C 0.277 0.015 -0.007
P -0.104 -1.054 1.210
S 0.488 0.420 3.042
F 0.065 1.820 2.261
H -1.044 0.242 -1.607
H -0.414 -1.571 -1.289
H 0.522 -0.490 -2.239
H 0.472 1.069 -0.006

electronic energy = -24977.970 eV
HOMO = -8.9 eV
multiplicity = 1
energy relative to the best compared isomer or geometry (same formula, charge and spin) = 0.990 eV
structure (SMILES) = C/C=P/SF

ORCA calculation (wB97M-V/def2-TZVPD) on a molecular structure, C2H4FeLiO2.

Geometry (Å):
O 2.001 2.392 0.845
C -0.062 -1.409 -1.039
C -1.015 -0.785 -0.338
O -0.830 0.182 0.584
H 2.952 2.299 0.887
H 1.004 -1.230 -0.875
H -0.347 -2.110 -1.822
H -2.065 -1.063 -0.505
Li -2.396 0.608 1.457
Fe 0.758 1.115 0.805

electronic energy = -40806.128 eV
HOMO (spin up / spin down) = -19.1 / -19.1 eV
expectation value of S² = 8.771
multiplicity = 6
energy relative to the best compared isomer or geometry (same formula, charge and spin) = 0.000 eV
charge = +2

ORCA calculation (wB97M-V/def2-TZVPD) on a single C2H4IN molecule.

Geometry (Å):
C -0.890 0.406 -0.094
C 0.162 -0.663 0.013
N -0.250 2.097 -0.041
I -2.897 0.049 -0.008
H 0.071 -1.444 -0.823
H -0.002 -1.320 0.979
H 1.129 -0.148 0.073
H -1.292 2.491 0.109

electronic energy = -11723.988 eV
HOMO (spin up / spin down) = -7.7 / -9.9 eV
expectation value of S² = 2.010
multiplicity = 3
energy relative to the best compared isomer or geometry (same formula, charge and spin) = 2.322 eV

ORCA calculation (wB97M-V/def2-TZVPD) on 2 unconnected molecules or ions with the total composition C2H4IN3O.

Geometry (Å):
C 0.395 2.361 0.080
C -1.178 -0.896 -0.809
N -0.723 2.093 0.089
N 1.340 -0.319 1.270
N 0.388 -1.005 0.825
O 0.035 -0.769 -0.444
I 3.115 -0.039 -0.075
H -1.215 -1.021 -1.928
H -1.882 -1.167 -0.156
H 1.392 2.669 0.028
H 1.710 -0.561 2.170

electronic energy = -16750.631 eV
HOMO (spin up / spin down) = -7.9 / -7.8 eV
multiplicity = 1
energy relative to the best compared isomer or geometry (same formula, charge and spin) = 1.146 eV

ORCA calculation (wB97M-V/def2-TZVPD) on 2 unconnected molecules or ions with the total composition C2H4IN4O4S2.

Geometry (Å):
S 4.320 2.255 -0.959
N 3.329 0.901 -1.340
C 1.993 0.935 -1.134
N 1.342 2.013 -0.654
C 0.041 1.524 -0.599
N -0.039 0.287 -1.035
I -1.775 -0.907 -1.143
N 1.194 -0.135 -1.397
H 5.323 1.656 -0.229
H 3.778 0.059 -1.680
H -0.844 2.081 -0.252
H 1.415 -1.046 -1.779
O -4.121 -2.844 1.268
S -4.018 -1.926 2.454
O -3.816 -0.538 1.950
O -2.861 -2.324 3.284
O -5.261 -1.992 3.245

electronic energy = -46056.399 eV
HOMO = -2.8 eV
multiplicity = 1
charge = -1

ORCA calculation (wB97M-V/def2-TZVPD) on 2 unconnected molecules or ions with the total composition C2H4INO2.

Geometry (Å):
C -1.166 0.210 -0.044
C 1.450 -0.967 -0.350
N -0.743 1.323 0.631
O -0.916 1.362 1.846
O -0.206 2.222 -0.014
I 1.157 -2.773 -1.234
H -1.179 0.253 -1.119
H -1.668 -0.568 0.500
H 1.761 -0.127 -0.940
H 1.510 -0.936 0.723

electronic energy = -15818.019 eV
HOMO (spin up / spin down) = -10.1 / -8.8 eV
multiplicity = 1
energy relative to the best compared isomer or geometry (same formula, charge and spin) = 6.270 eV

ORCA calculation (wB97M-V/def2-TZVPD) on 2 unconnected molecules or ions with the total composition C2H4INS.

Geometry (Å):
C -1.055 0.654 -0.052
C 0.867 -0.566 0.757
N -0.063 -0.087 -0.327
S -1.809 1.433 1.082
I -1.362 1.112 -2.979
H 1.384 0.127 1.413
H 0.239 -1.280 1.153
H 1.811 -0.905 0.266
H -0.013 -0.488 -1.312

electronic energy = -22562.833 eV
HOMO (spin up / spin down) = -8.4 / -8.4 eV
multiplicity = 1
energy relative to the best compared isomer or geometry (same formula, charge and spin) = 1.471 eV

ORCA calculation (wB97M-V/def2-TZVPD) on a single C2H4IPS molecule.

Geometry (Å):
C -0.211 -0.133 -1.963
P 0.680 -0.144 -0.545
I 3.061 -0.820 0.213
C -0.152 0.143 1.121
S -1.716 1.062 0.880
H 0.240 -0.504 -2.805
H -0.151 -0.765 1.626
H 0.375 0.799 1.677
H -2.126 0.362 -0.205

electronic energy = -30360.223 eV
HOMO (spin up / spin down) = -9.2 / -9.2 eV
multiplicity = 1
energy relative to the best compared isomer or geometry (same formula, charge and spin) = 2.959 eV
structure (SMILES) = C#P(I)CS

- electronic energy of number 9 (C2H4IN4O4S2)?
  -46056.399 eV